1.
Density functional theory data (ωB97M-V/def2-TZVPD) for a 2-piece molecular cluster, C4H13NO2Si overall at a distorted geometry.

Summary:
Molecular weight in g/mol: 135.239
HOMO (alpha / beta) in eV: -7.2786 / -7.8556
Orbital gap (alpha / beta) in Eh: 0.238 / 0.316
Relative energy (zero: lowest compared OMol25 entry of this formula, charge and spin) in kcal/mol: 85.7

Geometry as XYZ:
```
21
Properties=species:S:1:pos:R:3:nbo_charge:R:1
Si -0.0682 -0.3929 -0.5426 1.723
O -1.0015 -0.4106 -1.8509 -0.900
O 0.9323 -1.6743 -0.7118 -0.807
N -1.2987 -0.5956 0.7192 -1.063
C -0.6389 -0.0596 -3.0951 -0.225
C -0.8848 -0.6036 2.0772 -0.397
C 0.7505 2.9763 0.9953 -0.841
C 1.5418 -2.4688 0.0801 -0.012
H -1.5287 0.3244 -3.7026 0.178
H 0.1627 2.3856 0.4163 0.205
H 2.2193 -3.1482 -0.2338 0.139
H -0.7264 -1.6386 2.6215 0.168
H 0.0441 -0.1071 2.0107 0.182
H 0.1000 0.7566 -2.9608 0.155
H -1.5774 -0.0252 2.6400 0.188
H 0.4228 2.8165 1.9629 0.207
H -0.1096 -0.8197 -3.5812 0.168
H -1.8990 -1.3050 0.3143 0.387
H 0.6426 4.0125 0.8729 0.214
H 1.6972 2.5606 0.9386 0.210
H 1.2199 -2.5834 1.0297 0.121
```

2.
Density functional theory data (ωB97M-V/def2-TZVPD) for a 6-piece molecular cluster, C8H16Cl8O8S2 overall at a distorted geometry.

Summary:
Molecular weight in g/mol: 587.966
<S²>: 0.76
HOMO (alpha / beta) in eV: -12.5021 / -12.5021
Orbital gap (alpha / beta) in Eh: 0.324 / 0.076
Net charge: +1
Spin multiplicity: 2
Relative energy (zero: lowest compared OMol25 entry of this formula, charge and spin) in kcal/mol: 0.0

Geometry as XYZ:
```
42
Properties=species:S:1:pos:R:3:nbo_charge:R:1
Cl 1.6963 0.8889 -14.0412 -0.076
Cl 2.9291 -1.5921 -13.6978 -0.017
Cl 4.4756 -2.2897 -18.6719 0.005
Cl 3.1443 -4.1204 -16.7928 -0.016
Cl -2.8684 -1.1598 -17.0238 -0.031
Cl 4.6400 -7.8860 -19.6534 -0.010
Cl -0.1380 -1.0816 -17.8670 -0.047
Cl 6.9683 -6.3355 -19.1749 -0.013
S 5.6022 1.6050 -17.9930 2.408
S 7.2312 -2.3514 -16.0239 2.441
O 6.3029 -1.4784 -15.2696 -0.915
O 6.5162 -3.8235 -16.3470 -0.658
O 5.0302 2.6480 -18.8154 -0.686
O 8.3342 -3.0671 -14.9493 -0.678
O 4.5844 0.9952 -16.8844 -0.593
O 6.4309 2.4660 -16.8599 -0.416
O 7.9794 -1.8290 -17.1705 -0.827
O 6.5071 0.5602 -18.6012 -0.616
C 1.4007 -0.7862 -13.4575 -0.378
C 4.5347 1.7816 -15.7359 -0.128
C -1.6680 -0.2047 -17.9537 -0.383
C 6.6484 -4.6895 -15.2462 -0.103
C 8.0476 -4.4259 -14.5705 -0.090
C 3.4763 -2.4034 -17.2003 -0.397
C 5.8590 2.5078 -15.5802 -0.127
C 5.4108 -6.7457 -18.5276 -0.413
H 5.8177 -4.4962 -14.5675 0.195
H 6.4543 2.0366 -14.7982 0.299
H 2.5413 -1.8634 -17.3493 0.224
H 5.8317 3.5862 -15.4236 0.283
H 8.7738 -5.0127 -15.1331 0.196
H 3.9557 -1.8696 -16.3798 0.230
H -1.5184 0.7883 -17.5297 0.227
H 4.2643 1.0355 -14.9887 0.278
H 0.6357 -1.2689 -14.0657 0.243
H 5.5188 -7.0390 -17.4834 0.213
H 6.6555 -5.7095 -15.6306 0.216
H 1.1922 -0.7328 -12.3890 0.241
H 3.7180 2.4811 -15.9139 0.238
H 4.8466 -5.8137 -18.5626 0.223
H -2.1066 -0.2206 -18.9514 0.237
H 8.1465 -4.7138 -13.5238 0.222
```

3.
Density functional theory data (ωB97M-V/def2-TZVPD) for C26H47AlBr2Cl7IN2O7PS as an isolated structure at a distorted geometry.

Summary:
Molecular weight in g/mol: 1124.575
HOMO in eV: -12.7225
Orbital gap in Eh: 0.035
Net charge: +3

Geometry as XYZ:
```
95
Properties=species:S:1:pos:R:3:mulliken_charge:R:1
I 7.6435 1.1861 2.2790 0.229
Br 1.8518 -1.4215 4.1336 -0.372
Br -6.7568 2.2543 0.7607 -0.040
Cl 8.1343 3.0905 8.1325 -0.117
Cl 8.2970 0.5570 6.7277 -0.104
Cl 0.1336 -3.3985 -2.1787 -0.096
Cl 8.8051 3.0405 5.3097 -0.141
Cl 1.1882 -1.7877 -4.3238 -0.077
Cl 2.8067 -3.8661 -3.1494 -0.075
Cl 2.2197 -1.4682 -1.6422 -0.048
S -5.4674 -0.4739 -10.3655 0.697
P 6.6052 -0.1687 0.5542 0.081
Al -4.2959 -3.3510 -11.1052 0.466
O -4.8029 -2.4148 -6.0092 -0.415
O -1.6372 -2.3434 -5.3066 -0.520
O 6.9514 0.5342 -0.8697 -0.444
O 6.3565 1.4550 12.1480 -0.399
O -4.9912 -0.2012 -2.5143 -0.345
O -5.4506 -1.8248 -11.1281 -0.353
O -2.2008 1.9385 -3.3889 -0.638
N 4.7735 0.1468 0.7481 0.191
N -2.0581 1.3314 1.1661 0.135
C 4.2500 -0.0076 1.9679 -0.216
C -1.6134 0.2666 1.8238 -0.134
C 2.6694 0.7331 -0.1180 -1.802
C -4.4791 -1.0594 -3.5414 -0.946
C -3.5146 1.6103 1.1004 -1.462
C 7.8758 2.2666 6.6035 0.065
C -0.2699 -0.0364 1.8700 -0.704
C -1.2229 2.1785 0.5462 -0.350
C 0.6196 0.7964 1.2080 0.976
C -5.1960 -0.8595 -1.2988 -0.898
C -5.7104 -2.8618 -6.6785 0.666
C -5.4749 -3.4351 -8.0614 -0.911
C -6.5921 0.5681 -11.2740 -1.062
C 8.3240 0.1363 11.4817 -1.065
C 6.4273 1.1695 13.5342 -0.300
C 2.9096 0.1845 2.2142 -0.939
C -5.2552 0.1393 -0.1382 -0.430
C -3.9474 0.3655 -10.7907 -1.039
C 4.0149 0.5184 -0.2894 0.136
C -4.0576 1.0916 -0.2644 -0.334
C 0.1239 1.9324 0.5502 -0.750
C 2.0921 0.5619 1.1396 1.211
C 1.5833 -2.6396 -2.8376 0.314
C 7.2813 2.1490 14.3233 -1.003
C 7.5806 1.4630 11.4415 0.039
C -7.1277 -2.8801 -6.1741 -1.128
H 6.8256 2.3377 6.3530 0.274
H -3.9828 1.3746 -10.3828 0.425
H 2.0558 1.0239 -0.9561 0.662
H 6.9066 3.1656 14.1984 0.295
H 7.3284 1.6973 10.4081 0.028
H -3.1152 -0.1778 -10.3450 0.322
H -1.5987 3.0590 0.0426 0.562
H -4.4126 -3.3659 -8.3042 0.161
H 4.9254 -0.3110 2.7608 0.462
H 8.6073 -0.1435 12.4964 0.315
H 0.7885 2.6173 0.0435 0.618
H -6.0530 -2.8778 -8.7986 0.229
H 7.6971 -0.6623 11.0823 0.298
H -2.5854 -2.5211 -5.3483 0.315
H -4.9630 -0.8210 -4.4775 0.303
H -4.0251 1.1354 1.9333 0.548
H -7.7695 -2.2964 -6.8361 0.341
H 4.4519 0.6440 -1.2693 0.451
H 9.2358 0.1997 10.8871 0.370
H 0.0763 -0.9045 2.4103 0.359
H -7.4943 -3.9064 -6.1258 0.372
H 7.2574 1.8954 15.3826 0.384
H -3.4026 -0.9073 -3.6982 0.338
H -6.0921 -1.4895 -1.3367 0.473
H -6.3239 0.6697 -0.2199 0.086
H -2.2927 -0.3947 2.3455 0.450
H -4.2662 1.9154 -0.9448 0.463
H 2.4915 0.0360 3.2999 0.329
H 8.3229 2.1386 14.0005 0.266
H 6.7722 0.1408 13.6911 0.295
H -3.2786 0.5039 -0.7630 0.490
H -4.3363 -1.5123 -1.0602 0.445
H -3.8321 0.3947 -11.8741 0.389
H -3.6698 2.6846 1.1491 0.493
H -3.1033 1.6190 -3.5078 0.323
H 5.4010 1.2111 13.8971 0.339
H 8.2215 2.2777 11.7998 0.301
H -6.5455 1.5722 -10.8539 0.434
H -5.2444 -0.3754 0.8210 0.611
H -4.5994 -2.1177 -3.3029 0.460
H 6.5189 0.0036 -1.5576 0.376
H -7.1640 -2.4466 -5.1774 0.236
H -5.7730 -4.4847 -8.0782 0.421
H -6.3173 0.5786 -12.3282 0.369
H -7.5982 0.1689 -11.1598 0.357
H -1.3070 -2.6251 -6.1656 0.269
H -2.1343 2.1103 -2.4465 0.339
```

4.
Density functional theory data (ωB97M-V/def2-TZVPD) for C5H12N2 in the gas phase at a distorted geometry.

Summary:
Molecular weight in g/mol: 100.165
HOMO in eV: -8.6732
Orbital gap in Eh: 0.362
Relative energy (zero: lowest compared OMol25 entry of this formula, charge and spin) in kcal/mol: 53.0
SMILES: C=CCCNCN

Geometry as XYZ:
```
19
Properties=species:S:1:pos:R:3:nbo_charge:R:1
N 0.2688 0.7886 0.9457 -0.639
N 2.3134 1.3122 -0.2225 -0.882
C -1.6749 -0.2415 -1.0441 -0.182
C -1.6138 -0.7735 0.3564 -0.451
C -0.2109 -0.5895 0.9891 -0.220
C -1.3932 -0.9577 -2.1321 -0.399
C 1.7305 0.9793 1.0384 -0.051
H -0.4000 -0.8250 2.0436 0.181
H -2.3015 -0.1210 0.9218 0.214
H 2.0748 0.0159 1.4424 0.169
H -0.8433 -1.8892 -1.9651 0.173
H -1.7915 -0.9992 -3.1421 0.210
H 2.5495 2.2622 -0.3941 0.375
H -2.0857 0.7625 -1.1181 0.195
H -2.0904 -1.7367 0.4670 0.224
H 0.4572 -1.4158 0.7232 0.167
H 0.0933 1.0568 -0.0211 0.362
H 2.9067 0.6534 -0.6918 0.379
H 2.0111 1.7182 1.8034 0.175
```

> Which of these has the highest molecular weight?

C26H47AlBr2Cl7IN2O7PS

> The highest molecular weight belongs to which entry?

C26H47AlBr2Cl7IN2O7PS